1.
12 unconnected molecules or ions with the total composition C48H132N12O12, computed with wB97M-V/def2-TZVPD.

Values from the calculation:
* SMILES string: COC[C@H](C)N.COC[C@H](C)N.COC[C@H](C)N.COC[C@H](C)N.COC[C@H](C)N.COC[C@H](C)N.COC[C@H](C)N.COC[C@H](C)N.COC[C@H](C)N.COC[C@H](C)N.COC[C@H](C)N.COC[C@H](C)N
* total charge: 0

CARTESIAN COORDINATES (ANGSTROEM)
C: 2.62536 0.17440 -3.43008
O: 3.15653 0.89344 -4.54513
C: 4.20548 1.73970 -4.15137
C: 4.51223 2.80457 -5.23429
C: 4.99368 2.23516 -6.56263
N: 5.50297 3.78499 -4.68854
H: 3.35739 -0.55578 -3.08501
H: 1.71018 -0.37263 -3.65658
H: 2.36925 0.76907 -2.55322
H: 3.94728 2.32113 -3.26628
H: 5.16021 1.24986 -3.95998
H: 3.59642 3.34137 -5.48174
H: 5.93397 1.68710 -6.50287
H: 5.06940 3.09772 -7.22472
H: 4.24223 1.60042 -7.03225
H: 5.19072 4.39873 -3.94968
H: 5.78927 4.50448 -5.33698
C: -3.43803 -1.10707 -1.86591
O: -4.07333 -1.98818 -2.78934
C: -5.18267 -1.44055 -3.48629
C: -5.83762 -2.40130 -4.46500
C: -5.02399 -2.73287 -5.73439
N: -7.14413 -1.92432 -4.86923
H: -2.75722 -1.62778 -1.19252
H: -4.16987 -0.65840 -1.19420
H: -2.88923 -0.35570 -2.43368
H: -5.94924 -1.19854 -2.75015
H: -4.92654 -0.48251 -3.93870
H: -6.07655 -3.37377 -4.03452
H: -5.44643 -3.58992 -6.25890
H: -4.01302 -3.08672 -5.53235
H: -5.10758 -1.92571 -6.46213
H: -7.71242 -1.94359 -4.03450
H: -7.03663 -0.96742 -5.17400
C: -2.70621 -5.08878 6.11309
O: -1.27292 -5.32219 5.81050
C: -0.98907 -4.74328 4.53243
C: 0.48380 -4.64172 4.27803
C: 1.27846 -3.72587 5.23745
N: 0.84942 -4.47333 2.88807
H: -2.70237 -4.29795 6.86321
H: -3.16827 -5.99227 6.51098
H: -3.24453 -4.67412 5.26082
H: -1.49139 -5.32578 3.76012
H: -1.42707 -3.75080 4.42646
H: 0.82636 -5.65069 4.50765
H: 1.02844 -4.08553 6.23556
H: 0.89346 -2.70629 5.21950
H: 2.35816 -3.75764 5.09134
H: 0.50047 -5.26373 2.36499
H: 1.85152 -4.56150 2.97819
C: -1.18134 2.29861 3.23369
O: -0.79688 1.20500 4.02099
C: -0.15348 1.63277 5.23324
C: 0.58024 0.54678 5.93511
C: -0.33828 -0.64294 6.19114
N: 1.12544 0.91218 7.24535
H: -0.75858 3.28539 3.42246
H: -2.24135 2.53752 3.31970
H: -0.97311 2.13044 2.17707
H: 0.46293 2.51589 5.06516
H: -1.00430 1.99538 5.81006
H: 1.45377 0.26685 5.34631
H: -1.27975 -0.35140 6.65668
H: 0.05876 -1.40643 6.86013
H: -0.66013 -1.23438 5.33399
H: 1.38997 1.88000 7.12933
H: 0.41353 0.97566 7.95897
C: -0.41497 0.56461 -0.66257
O: 0.59725 0.88650 0.26844
C: 1.63651 -0.05604 0.51995
C: 1.11047 -1.41019 1.02019
C: 0.40139 -1.20872 2.34997
N: 2.25572 -2.26291 1.32234
H: 0.09348 0.53715 -1.62633
H: -1.10802 1.40580 -0.67575
H: -0.92959 -0.35850 -0.39586
H: 2.30574 -0.13201 -0.33705
H: 2.23512 0.51152 1.23243
H: 0.47025 -2.02338 0.38599
H: -0.50953 -0.71562 2.01061
H: 0.89025 -0.75409 3.21162
H: -0.14828 -2.11726 2.59596
H: 2.82318 -1.97463 2.10655
H: 1.79223 -3.05652 1.74122
C: 4.03313 -1.40456 4.76490
O: 4.69436 -0.17516 4.96229
C: 5.87593 -0.26900 5.77386
C: 6.38946 1.12067 6.11125
C: 7.78577 1.18219 6.68439
N: 5.39605 1.85345 6.96630
H: 4.63086 -2.17764 4.28202
H: 3.14730 -1.30231 4.13803
H: 3.80041 -1.97269 5.66555
H: 5.63934 -0.75658 6.71958
H: 6.61569 -0.92291 5.31209
H: 6.34683 1.64509 5.15664
H: 7.85646 0.74590 7.68076
H: 8.15232 2.20344 6.78834
H: 8.46447 0.69538 5.98404
H: 5.33988 1.42734 7.88029
H: 4.49522 1.80249 6.51242
C: 4.60502 1.68497 0.04965
O: 5.92739 2.03267 -0.31907
C: 6.08453 3.40861 -0.76160
C: 7.49922 3.57788 -1.30769
C: 7.68958 4.98150 -1.78807
N: 7.72161 2.76712 -2.49468
H: 4.50601 0.60324 0.14000
H: 3.78793 1.83202 -0.65663
H: 4.37250 2.19709 0.98333
H: 5.38176 3.46771 -1.59270
H: 5.86136 4.07168 0.07424
H: 8.31054 3.43094 -0.59476
H: 7.61652 5.61649 -0.90515
H: 6.91520 5.44503 -2.39928
H: 8.67551 5.10827 -2.23524
H: 7.23322 1.88603 -2.42215
H: 7.24955 3.19142 -3.28031
C: -2.50411 -3.06914 1.40990
O: -3.77131 -3.38656 0.85315
C: -3.69761 -4.45353 -0.11844
C: -5.17176 -4.80201 -0.55238
C: -5.28855 -5.99104 -1.50645
N: -5.73547 -3.66970 -1.30968
H: -1.84360 -2.57515 0.69730
H: -2.03504 -3.97783 1.78719
H: -2.66031 -2.31270 2.17899
H: -3.04960 -4.19193 -0.95494
H: -3.40995 -5.34394 0.44060
H: -5.74110 -4.92891 0.36841
H: -6.35187 -6.12412 -1.70581
H: -4.91348 -6.93239 -1.10487
H: -4.79305 -5.88671 -2.47170
H: -5.01402 -3.38432 -1.95634
H: -5.69096 -2.91530 -0.63961
C: 1.41619 4.31873 0.38438
O: 2.20585 5.12974 -0.46850
C: 2.18201 4.78846 -1.84228
C: 2.88605 5.97556 -2.61311
C: 2.60419 6.07581 -4.11274
N: 4.33228 5.85121 -2.52596
H: 1.45528 4.69406 1.40697
H: 1.63501 3.25097 0.37376
H: 0.39836 4.43050 0.01071
H: 2.66406 3.82919 -2.03077
H: 1.15296 4.79474 -2.20163
H: 2.54921 6.92482 -2.19653
H: 1.52874 6.07177 -4.29018
H: 3.03152 5.34556 -4.79991
H: 2.96905 7.03690 -4.47507
H: 4.51073 5.83972 -1.53192
H: 4.82825 6.68635 -2.80282
C: -4.30713 1.96758 1.31092
O: -5.03654 1.28510 0.33865
C: -6.17267 0.66879 0.91963
C: -7.06919 0.04657 -0.15474
C: -7.71925 1.10308 -1.09286
N: -8.11920 -0.72376 0.46979
H: -3.42812 2.45553 0.88981
H: -4.00507 1.41107 2.19814
H: -4.96265 2.76977 1.64986
H: -5.94519 -0.08229 1.67609
H: -6.70257 1.40983 1.51811
H: -6.40941 -0.66512 -0.65101
H: -8.25343 0.59197 -1.89381
H: -6.87268 1.69250 -1.44500
H: -8.43644 1.76615 -0.60905
H: -8.81405 -0.11383 0.87634
H: -7.84167 -1.46307 1.09946
C: 3.56505 -4.93212 -0.00241
O: 2.40824 -5.70403 0.14205
C: 1.78178 -6.00711 -1.15805
C: 0.97987 -4.76364 -1.68894
C: -0.25630 -4.41956 -0.85153
N: 0.55916 -5.08410 -3.02332
H: 3.37949 -3.97896 -0.49755
H: 4.29470 -5.45272 -0.62264
H: 4.09244 -4.73964 0.93188
H: 2.51770 -6.39578 -1.86194
H: 1.17709 -6.90176 -1.00955
H: 1.67801 -3.93408 -1.80086
H: -0.57112 -3.47570 -1.29664
H: -0.05400 -4.47163 0.21827
H: -1.07506 -5.12719 -0.98189
H: -0.02064 -4.32508 -3.35168
H: 1.31355 -5.21718 -3.68157
C: -3.04618 2.93837 -2.20410
O: -3.49140 3.31140 -3.47364
C: -4.88177 3.59856 -3.55673
C: -5.10583 4.16401 -5.02231
C: -6.50684 4.71412 -5.24838
N: -5.10802 3.10864 -5.99642
H: -3.49597 2.01887 -1.82951
H: -3.17417 3.77571 -1.51811
H: -1.96525 2.81187 -2.26478
H: -5.50950 2.71932 -3.41188
H: -5.18004 4.27933 -2.75942
H: -4.34001 4.92083 -5.19215
H: -6.46788 5.52028 -4.51579
H: -7.27928 3.94645 -5.20225
H: -6.66283 5.17361 -6.22441
H: -4.10567 2.99593 -6.04841
H: -5.37823 3.52553 -6.87579

Atomic partial charges in e from the Mulliken method, atoms 1 to 2: -0.304 -0.469



2.
14 unconnected molecules or ions with the total composition C48H132N8O16, computed with wB97M-V/def2-TZVPD.

Values from the calculation:
* total charge: 0

CARTESIAN COORDINATES (ANGSTROEM)
C: 0.13173 3.31645 -6.44713
C: -0.53207 2.87041 -5.14268
C: -0.84982 1.35244 -5.17834
O: -1.58757 1.00952 -4.03423
C: -1.76356 -0.41928 -3.86232
N: 0.28589 3.20138 -3.99619
H: -0.54593 3.17673 -7.28199
H: 1.03774 2.75345 -6.60399
H: 0.40909 4.38129 -6.37697
H: -1.42605 3.43870 -4.99775
H: 0.17254 0.86779 -5.05535
H: -1.34777 1.04166 -6.03311
H: -2.16620 -0.58545 -2.84102
H: -0.76199 -0.85906 -3.83608
H: -2.25707 -0.78522 -4.73904
H: -0.01945 2.86757 -3.11159
H: 1.23365 2.89010 -4.11331
C: -1.10872 -3.86422 -4.79721
C: -1.14017 -5.38269 -4.74110
C: -1.07039 -5.81656 -3.33358
O: 0.17046 -5.62641 -2.68925
C: 0.19800 -5.86555 -1.32161
N: -2.39405 -5.88224 -5.40412
H: -2.08123 -3.40871 -4.36898
H: -1.05074 -3.52771 -5.77130
H: -0.29133 -3.48942 -4.15695
H: -0.22794 -5.87812 -5.24410
H: -1.26908 -6.86659 -3.36051
H: -1.94881 -5.27921 -2.86930
H: 1.15704 -5.42016 -0.91216
H: 0.28692 -6.95138 -1.13418
H: -0.65296 -5.35395 -0.85609
H: -3.25249 -5.63622 -4.90893
H: -2.39017 -6.86421 -5.32264
C: 0.71474 -1.40338 4.28362
C: 0.12175 -1.51952 5.69916
C: 0.23604 -2.90594 6.27861
O: -0.88475 -3.61199 5.80179
C: -0.75917 -5.00128 5.97285
N: 0.93926 -0.69487 6.65174
H: 0.50825 -0.50399 3.83686
H: 0.31936 -2.20618 3.60594
H: 1.77212 -1.50918 4.25512
H: -0.93682 -1.23951 5.68764
H: 0.22640 -2.80823 7.38074
H: 1.19429 -3.33936 6.03366
H: -1.71489 -5.46821 5.58398
H: -0.68394 -5.40077 7.03358
H: 0.12133 -5.29522 5.41008
H: 1.12999 0.21818 6.29685
H: 0.41622 -0.58553 7.50940
C: -0.52928 1.10929 1.51807
C: 0.03472 0.07788 0.58270
C: -0.82978 -0.32060 -0.60154
O: -1.92519 -1.12032 -0.26597
C: -1.76345 -2.53248 -0.09610
N: 1.35417 0.52479 0.14815
H: 0.17091 1.36924 2.33781
H: -1.43842 0.77586 1.94724
H: -0.71027 2.03339 0.95986
H: 0.22632 -0.86872 1.05852
H: -0.14633 -0.79054 -1.36828
H: -1.17766 0.47594 -1.25876
H: -1.18919 -3.07514 -0.81349
H: -2.81400 -2.91316 -0.07248
H: -1.36999 -2.72168 0.94140
H: 1.15754 1.49120 -0.14598
H: 1.70744 -0.02455 -0.62153
C: 4.85061 2.70103 3.31290
C: 4.16685 1.94627 2.15135
C: 5.20153 1.31220 1.27800
O: 6.16403 2.32728 1.02637
C: 7.25272 1.99214 0.19635
N: 3.15996 1.01778 2.61335
H: 5.31169 1.97251 3.95242
H: 4.04748 3.32620 3.81082
H: 5.58757 3.40142 2.94980
H: 3.55745 2.67674 1.58285
H: 4.82892 0.97007 0.30299
H: 5.67783 0.43322 1.76870
H: 7.75816 1.13688 0.59954
H: 8.01900 2.83020 0.36508
H: 7.00622 1.84489 -0.83210
H: 3.54389 0.11688 2.87605
H: 2.51938 0.82477 1.85352
C: 5.65412 -0.78754 5.11274
C: 5.26487 -2.22566 5.05201
C: 5.09304 -2.60883 3.58099
O: 4.08243 -1.84437 2.91387
C: 3.86428 -2.25973 1.56706
N: 6.33292 -3.09437 5.58092
H: 6.40262 -0.58046 5.85094
H: 4.81597 -0.11578 5.25148
H: 6.11938 -0.50190 4.18420
H: 4.29993 -2.37733 5.53463
H: 4.75969 -3.65719 3.54010
H: 6.05851 -2.40963 3.06939
H: 4.79022 -2.47114 1.02043
H: 3.28117 -1.51742 1.08130
H: 3.23766 -3.24658 1.58831
H: 6.51822 -2.94808 6.57004
H: 6.06943 -4.11086 5.41101
C: -5.58933 0.46632 -2.63018
C: -4.64416 0.51431 -1.39099
O: -4.90012 -0.66669 -0.65306
H: -6.62505 0.44001 -2.36744
H: -5.34545 -0.44288 -3.07410
H: -5.26228 1.24796 -3.35112
H: -4.82150 1.42188 -0.77994
H: -3.62309 0.49702 -1.70599
H: -4.17760 -0.87058 -0.06639
C: -6.03584 -3.77143 -1.19886
C: -5.49135 -4.77105 -2.15495
O: -4.20794 -5.12897 -1.69810
H: -5.35695 -2.91605 -1.10175
H: -6.09567 -4.19876 -0.22131
H: -7.01975 -3.36516 -1.38794
H: -5.52496 -4.34909 -3.19291
H: -6.28364 -5.56368 -2.31385
H: -3.85380 -5.90481 -2.15791
C: 2.91579 -2.98956 -3.97808
C: 2.48446 -2.10149 -2.81867
O: 1.85304 -2.83536 -1.81538
H: 3.33825 -2.33862 -4.78252
H: 1.96346 -3.46459 -4.22859
H: 3.66423 -3.73341 -3.81691
H: 1.78537 -1.27341 -3.12530
H: 3.36118 -1.52364 -2.41076
H: 1.34461 -3.60907 -2.10099
C: 0.37335 3.32670 4.51916
C: 1.61993 3.03654 5.34983
O: 2.08982 1.74402 4.96868
H: -0.42059 2.58699 4.75333
H: 0.58212 3.17841 3.44402
H: -0.05815 4.33293 4.73586
H: 1.44019 2.94433 6.40704
H: 2.40711 3.76971 5.16176
H: 2.34040 1.60241 3.97770
C: 0.18490 5.38309 1.27862
C: 0.92988 5.05203 -0.01431
O: 0.48226 3.97935 -0.83092
H: -0.03813 4.39705 1.82561
H: -0.79826 5.94256 1.11895
H: 0.87554 5.88248 1.93496
H: 2.00916 4.68712 0.07715
H: 0.98343 5.91475 -0.68966
H: -0.32603 4.25514 -1.29705
C: 4.63914 2.72058 -2.65049
C: 3.22333 2.23769 -2.42113
O: 2.84379 1.12039 -3.25930
H: 5.37237 1.94972 -2.91737
H: 4.95447 3.39883 -1.90643
H: 4.61720 3.35982 -3.55867
H: 2.45983 3.09650 -2.43846
H: 3.19672 1.81218 -1.29360
H: 1.84702 1.18283 -3.20976
C: -4.85374 0.53885 2.46515
O: -4.61974 -0.80613 2.69737
C: -3.68329 -0.98703 3.73216
C: -3.66595 -2.44673 4.29233
N: -3.02144 -3.38194 3.32573
C: -4.03844 -3.82399 2.31815
C: -3.70246 -5.14982 1.63520
O: -3.92366 -6.22822 2.56393
C: -3.45574 -7.46170 2.16373
H: -5.64830 0.98037 3.10181
H: -5.22206 0.53743 1.40694
H: -3.97866 1.10125 2.51436
H: -3.76186 -0.17872 4.48737
H: -2.67696 -0.86191 3.32182
H: -4.69654 -2.77932 4.48005
H: -3.00889 -2.50220 5.18934
H: -2.69448 -4.24668 3.79426
H: -4.07961 -2.97174 1.64440
H: -5.03729 -3.87227 2.75452
H: -2.61255 -5.05636 1.45642
H: -4.14354 -5.32258 0.64584
H: -4.04917 -7.89804 1.38924
H: -3.49878 -8.14303 3.02291
H: -2.50515 -7.38805 1.74973
C: -0.02048 10.11212 -4.89015
O: -0.13167 8.99659 -4.02177
C: 0.91445 8.08078 -4.30686
C: 0.68933 6.79526 -3.61233
N: -0.59566 6.16636 -3.88343
C: -1.74566 6.67735 -3.22243
C: -2.67646 5.60697 -2.85415
O: -2.17375 4.66939 -1.92639
C: -3.17046 3.66661 -1.59872
H: -0.73114 10.93491 -4.62456
H: -0.18801 9.92233 -5.90736
H: 0.91131 10.67991 -4.75446
H: 1.84075 8.55742 -4.04131
H: 0.94884 7.89458 -5.39142
H: 0.83422 6.88706 -2.49752
H: 1.44172 6.05124 -3.91141
H: -0.46777 5.20367 -3.58089
H: -2.25274 7.42727 -3.82022
H: -1.44802 7.24526 -2.35110
H: -2.93571 5.12232 -3.85499
H: -3.60205 6.00145 -2.50795
H: -4.03679 4.16187 -1.19183
H: -2.76347 3.01472 -0.87963
H: -3.46810 3.11551 -2.50908

Atomic partial charges in e from the Mulliken method, atoms 1 to 2: -1.742 0.808



Energy readings, ordered: -94357.9669 -96587.8099 eV
Maximum force readings, ordered: 3.51 3.51 eV/A
Energy above the lowest of the compared OMol25 structures with the same formula, charge and spin readings, ordered: 512.5 63.7 kJ/mol